Record 1
A gas-phase ion, C4H11INO (charge +1) in a non-equilibrium geometry. Source: OMol25; level of theory: ωB97M-V/def2-TZVPD.

The value obtained for the relative energy (zero: lowest compared OMol25 entry of this formula, charge and spin) is 45.1 kcal per mole. As for the SMILES: CC[NH2+][C@](C)(O)I. Its net charge is +1. Its total energy is -15956.0483 eV. The calculation puts the gap between HOMO and LUMO at 0.3721 hartree. Its HOMO energy is -13.86 eV.

Structure (XYZ):
```
18
Properties=species:S:1:pos:R:3:nbo_charge:R:1
C -1.850 0.692 -0.317 -0.65
C -0.484 1.299 -0.386 -0.25
N 0.571 0.207 -0.522 -0.61
C 1.137 -0.411 0.989 0.45
C 1.885 -1.699 0.482 -0.64
O 0.103 -0.365 1.745 -0.71
I 2.556 1.175 1.600 0.10
H -2.092 0.239 -1.428 0.23
H -1.928 -0.042 0.498 0.23
H -2.521 1.500 0.068 0.26
H -0.394 2.054 0.408 0.24
H -0.274 1.898 -1.361 0.24
H 1.346 0.425 -1.073 0.42
H 0.182 -0.639 -1.071 0.43
H 2.653 -1.884 1.129 0.25
H 2.210 -1.404 -0.455 0.22
H 1.054 -2.409 0.599 0.25
H -0.248 0.371 2.244 0.54
```

Record 2
3 unconnected molecules or ions with the total composition C4H11INO2 in a non-equilibrium geometry. Source: OMol25; level of theory: ωB97M-V/def2-TZVPD.

The value obtained for the relative energy (zero: lowest compared OMol25 entry of this formula, charge and spin) is 9.4 kcal per mole. Its net charge is +1. Its total energy is -18004.1524 eV. The calculation puts the gap between HOMO and LUMO at 0.3602 hartree. Its HOMO energy is -12.67 eV.

Structure (XYZ):
```
19
Properties=species:S:1:pos:R:3:nbo_charge:R:1
C 1.562 -0.266 -1.517 -0.65
C 1.499 2.102 -0.802 -0.36
C 1.226 0.826 -0.441 0.12
C -1.580 -2.009 1.280 0.72
N 0.816 0.593 0.898 -0.73
O -0.682 -2.993 1.262 -0.67
O -1.368 -0.847 1.199 -0.59
I -3.918 0.790 -0.460 -0.11
H 0.889 -1.092 -1.588 0.23
H 2.606 -0.431 -1.495 0.24
H 1.411 0.257 -2.413 0.24
H -2.519 -2.401 1.542 0.13
H 1.800 2.482 -1.779 0.24
H 1.428 2.841 0.022 0.19
H 0.565 1.566 1.307 0.44
H -4.163 2.304 -0.543 0.11
H -0.156 -0.001 0.947 0.48
H -0.962 -3.919 1.210 0.53
H 1.546 0.201 1.371 0.42
```

Record 3
A molecular structure, C4H11InNO in a non-equilibrium geometry. Source: OMol25; level of theory: ωB97M-V/def2-TZVPD.

The value obtained for the relative energy (zero: lowest compared OMol25 entry of this formula, charge and spin) is 12.5 kcal per mole. Its net charge is +4. As for the multiplicity: 2. Its total energy is -12974.9123 eV. The calculation puts the gap between HOMO and LUMO (alpha / beta) at 0.1944 / 0.1906 hartree. Its HOMO energy (alpha / beta) is -29.52 / -29.45 eV.

Structure (XYZ):
```
18
Properties=species:S:1:pos:R:3:nbo_charge:R:1
In -1.767 -1.272 -2.937 1.67
C -1.005 0.256 1.951 -0.54
C -0.867 0.188 0.444 -0.08
C 0.610 0.138 0.008 -0.19
O 0.866 -0.109 -1.357 -0.09
C 2.197 0.432 -1.654 -0.32
N -1.547 -1.039 -0.018 -0.41
H -0.485 -0.602 2.376 0.30
H -2.064 0.242 2.209 0.31
H -0.610 1.198 2.333 0.40
H -1.378 1.091 0.109 0.36
H 1.117 -0.561 0.673 0.33
H 0.964 1.112 0.345 0.31
H 2.392 0.195 -2.700 0.29
H 2.988 -0.007 -1.046 0.35
H 2.236 1.519 -1.594 0.36
H -2.401 -0.857 0.490 0.47
H -1.247 -1.923 0.369 0.48
```

Record 4
C4H11N2 in the gas phase in a non-equilibrium geometry. Source: OMol25; level of theory: ωB97M-V/def2-TZVPD.

The value obtained for the relative energy (zero: lowest compared OMol25 entry of this formula, charge and spin) is 7.9 kcal per mole. As for the multiplicity: 2. Its total energy is -7304.4361 eV. The calculation puts the gap between HOMO and LUMO (alpha / beta) at 0.2508 / 0.3903 hartree. Its HOMO energy (alpha / beta) is -5.79 / -9.60 eV.

Structure (XYZ):
```
17
Properties=species:S:1:pos:R:3:nbo_charge:R:1
C 0.244 -1.331 0.977 -0.23
C 0.686 0.146 1.046 -0.42
C 0.918 0.838 -0.325 -0.22
C -0.621 1.703 -1.959 -0.31
N -0.268 0.629 -1.210 -0.61
N -1.162 -1.563 0.666 -0.85
H 0.888 -1.943 0.285 0.19
H 0.612 -1.774 1.897 0.17
H 1.554 0.139 1.736 0.22
H -0.100 0.673 1.607 0.20
H 1.742 0.380 -0.891 0.19
H 1.137 1.917 -0.191 0.20
H 0.193 2.210 -2.443 0.16
H -1.644 1.741 -2.354 0.17
H -1.399 -2.540 0.542 0.37
H -1.025 0.058 -0.830 0.41
H -1.755 -1.282 1.448 0.36
```

Record 5
A gas-phase ion, C4H11N2 (charge +1) in a non-equilibrium geometry. Source: OMol25; level of theory: ωB97M-V/def2-TZVPD.

The value obtained for the relative energy (zero: lowest compared OMol25 entry of this formula, charge and spin) is 45.5 kcal per mole. As for the SMILES: C=C([NH3+])CCN. Its net charge is +1. Its total energy is -7298.9743 eV. The calculation puts the gap between HOMO and LUMO at 0.3378 hartree. Its HOMO energy is -12.89 eV.

Structure (XYZ):
```
17
Properties=species:S:1:pos:R:3:nbo_charge:R:1
C -0.863 1.368 0.535 -0.35
C -0.174 0.819 -0.437 0.13
N -0.545 1.295 -1.805 -0.68
C 0.845 -0.257 -0.313 -0.50
C 0.325 -1.471 0.506 -0.21
N 0.634 -1.343 1.926 -0.85
H -0.748 1.186 1.593 0.26
H -1.710 2.036 0.369 0.21
H -0.954 2.220 -1.826 0.45
H -1.257 0.701 -2.253 0.44
H 0.263 1.277 -2.435 0.45
H 1.308 -0.591 -1.237 0.23
H 1.713 0.175 0.186 0.27
H -0.745 -1.493 0.346 0.19
H 0.745 -2.392 0.121 0.21
H -0.178 -1.532 2.497 0.37
H 1.342 -1.996 2.225 0.38
```

Record 6
A gas-phase ion, C4H11N2 (charge +1) in a non-equilibrium geometry. Source: OMol25; level of theory: ωB97M-V/def2-TZVPD.

The value obtained for the relative energy (zero: lowest compared OMol25 entry of this formula, charge and spin) is 59.6 kcal per mole. As for the SMILES: N[C@@H]1CC[C@H]1[NH3+]. Its net charge is +1. Its total energy is -7298.3649 eV. The calculation puts the gap between HOMO and LUMO at 0.3476 hartree. Its HOMO energy is -12.98 eV.

Structure (XYZ):
```
17
Properties=species:S:1:pos:R:3:nbo_charge:R:1
N 1.767 -1.060 0.214 -0.86
C 0.799 -0.279 -0.374 -0.04
C 0.783 1.394 -0.206 -0.40
C -0.710 1.418 0.226 -0.43
C -0.581 -0.154 0.331 -0.06
N -1.589 -1.178 -0.190 -0.67
H 2.486 -1.527 -0.373 0.42
H 2.024 -0.721 1.150 0.39
H 0.545 -0.446 -1.484 0.20
H 1.055 1.995 -0.966 0.22
H 1.499 1.604 0.582 0.21
H -0.842 1.963 1.167 0.25
H -1.377 1.837 -0.512 0.23
H -0.561 -0.501 1.296 0.21
H -1.011 -1.888 -0.584 0.44
H -2.159 -0.818 -0.890 0.43
H -2.126 -1.640 0.613 0.45
```

Record 7
2 unconnected molecules or ions with the total composition C4H11N2 in a non-equilibrium geometry. Source: OMol25; level of theory: ωB97M-V/def2-TZVPD.

The value obtained for the relative energy (zero: lowest compared OMol25 entry of this formula, charge and spin) is 110.6 kcal per mole. Its net charge is +1. Its total energy is -7296.1503 eV. The calculation puts the gap between HOMO and LUMO at 0.3728 hartree. Its HOMO energy is -14.26 eV.

Structure (XYZ):
```
17
Properties=species:S:1:pos:R:3:nbo_charge:R:1
C 0.318 -0.553 -0.007 0.60
C -0.147 -1.974 0.094 -0.70
C -2.159 0.556 -0.261 -0.45
C 2.019 1.251 -0.091 -0.42
N -0.897 1.044 0.183 -0.52
N 1.505 -0.112 -0.093 -0.48
H -0.620 -2.261 -0.927 0.29
H 0.692 -2.565 0.218 0.25
H -0.775 -1.981 0.877 0.26
H -2.899 1.121 0.141 0.23
H -2.344 0.692 -1.237 0.21
H -2.413 -0.442 0.162 0.19
H 2.760 1.256 -0.779 0.22
H 2.345 1.343 0.954 0.23
H 1.189 2.048 -0.179 0.28
H -0.928 1.223 1.198 0.37
H 2.355 -0.646 -0.254 0.43
```

Record 8
2 unconnected molecules or ions with the total composition C4H11N2 in a non-equilibrium geometry. Source: OMol25; level of theory: ωB97M-V/def2-TZVPD.

The value obtained for the relative energy (zero: lowest compared OMol25 entry of this formula, charge and spin) is 149.6 kcal per mole. Its net charge is +1. Its total energy is -7294.4604 eV. The calculation puts the gap between HOMO and LUMO at 0.2510 hartree. Its HOMO energy is -14.36 eV.

Structure (XYZ):
```
17
Properties=species:S:1:pos:R:3:lowdin_charge:R:1
C 2.180 0.351 1.340 -0.01
N 1.322 -0.660 1.448 0.25
H 1.905 1.340 0.949 0.14
H 2.849 0.450 2.192 0.12
H 2.403 -0.455 0.487 0.24
H 0.800 -0.923 0.563 0.06
C -1.523 0.485 0.729 -0.07
C -0.861 0.615 -0.655 -0.28
C -0.557 -1.229 -2.087 0.02
N -0.212 -0.639 -1.027 -0.09
H -1.701 1.476 1.143 0.08
H -2.472 -0.029 0.610 0.09
H -0.908 -0.091 1.427 0.05
H -0.133 1.428 -0.673 0.10
H -1.665 0.868 -1.353 0.11
H -1.243 -0.763 -2.794 0.09
H -0.184 -2.225 -2.298 0.09
```